# 1
{"formula": "C29H23CrN3O6S3", "method": "ωB97M-V/def2-TZVPD", "species": ["Cr", "C", "O", "C", "N", "C", "C", "C", "C", "C", "C", "C", "C", "C", "C", "C", "C", "N", "C", "N", "C", "C", "O", "C", "C", "C", "C", "C", "C", "H", "H", "H", "H", "H", "H", "H", "H", "H", "H", "H", "H", "H", "H", "H", "H", "H", "H", "H", "S", "C", "C", "C", "C", "C", "C", "S", "H", "H", "H", "H", "O", "S", "O", "O", "O"], "coordinates": [[-0.30, 0.38, -0.85], [-3.90, -0.11, 2.04], [-3.04, 1.10, 2.40], [-2.06, 1.03, 1.55], [-1.95, 0.04, 0.72], [-3.30, -0.55, 0.69], [-3.34, -2.06, 0.53], [-4.38, -2.63, -0.11], [-4.64, -3.98, 0.07], [-3.79, -4.78, 0.83], [-2.69, -4.17, 1.43], [-2.38, -2.84, 1.20], [-0.93, 1.89, 1.71], [-0.61, 2.88, 2.76], [0.48, 3.68, 2.53], [1.32, 3.39, 1.42], [1.00, 2.33, 0.60], [-0.18, 1.78, 0.67], [1.78, 1.77, -0.64], [2.70, 0.75, -0.02], [3.85, 1.35, 0.46], [3.90, 2.55, -0.49], [2.66, 2.80, -0.98], [5.13, 0.59, 0.33], [5.31, -0.27, -0.76], [6.65, -0.64, -0.97], [7.67, -0.18, -0.22], [7.41, 0.63, 0.90], [6.10, 1.01, 1.19], [-4.94, 0.24, 1.98], [-3.76, -0.79, 2.91], [-3.92, -0.15, -0.16], [-5.07, -2.06, -0.69], [-5.56, -4.37, -0.37], [-3.95, -5.85, 0.97], [-2.06, -4.76, 2.06], [-1.64, -2.28, 1.73], [-1.21, 2.96, 3.63], [0.72, 4.47, 3.25], [2.18, 4.01, 1.19], [3.83, 1.75, 1.57], [4.62, 2.40, -1.34], [4.18, 3.39, 0.17], [3.48, -0.33, -1.25], [6.68, -1.22, -1.87], [8.73, -0.45, -0.52], [8.24, 0.85, 1.64], [5.86, 1.65, 2.00], [-0.86, -1.28, -2.19], [-2.45, -0.83, -2.73], [-3.28, -1.75, -3.30], [-4.66, -1.50, -3.50], [-5.27, -0.28, -3.14], [-4.38, 0.67, -2.72], [-3.01, 0.46, -2.61], [-1.83, 1.65, -2.13], [-2.81, -2.76, -3.53], [-5.25, -2.32, -3.96], [-6.36, -0.09, -3.22], [-4.79, 1.65, -2.59], [1.54, -0.01, 2.13], [2.10, -0.52, 0.88], [4.33, -0.74, -1.57], [1.02, -0.90, -0.09], [1.09, 1.33, -1.67]], "mulliken_charge": [0.062, -0.263, -0.547, 0.192, 0.498, 0.600, 0.256, -0.468, -0.670, -0.490, -0.693, -0.395, -0.051, -0.820, -0.645, -1.012, 0.371, 0.624, 1.521, 0.265, 0.409, -0.767, -0.503, 0.303, 0.231, -0.558, -0.504, -0.552, -0.767, 0.311, 0.283, -0.131, 0.367, 0.384, 0.361, 0.414, 0.466, 0.569, 0.388, 0.547, 0.114, 0.487, 0.223, 0.411, 0.461, 0.264, 0.269, 0.474, -0.629, 0.545, -0.638, -0.350, -0.734, -0.330, 0.209, -0.551, 0.283, 0.264, 0.338, 0.431, -0.588, 0.157, -0.701, -0.343, -0.653], "total_charge": -1, "spin_multiplicity": 4, "homo_energy_ev": [-3.91, -4.24], "lumo_ev": [1.951, 1.840], "e_above_lowest_kcal_mol": 41.3, "orbital_gap_ev": [5.86, 6.08]}

***

# 2
{"formula": "C29H23CuN6O", "method": "ωB97M-V/def2-TZVPD", "species": ["Cu", "C", "C", "C", "C", "C", "C", "N", "C", "C", "C", "C", "C", "C", "N", "N", "C", "C", "C", "C", "C", "N", "H", "H", "H", "H", "H", "H", "H", "H", "H", "H", "H", "H", "H", "N", "C", "C", "C", "C", "C", "C", "C", "C", "C", "C", "C", "C", "H", "H", "H", "H", "H", "H", "H", "H", "H", "H", "O", "N"], "coordinates": [[0.31, 0.44, 0.15], [0.10, -2.00, 5.21], [0.78, -2.30, 4.03], [0.91, -1.35, 3.04], [0.39, -0.05, 3.23], [-0.32, 0.23, 4.42], [-0.46, -0.73, 5.39], [0.51, 0.83, 2.19], [0.45, 2.20, 2.39], [0.95, 2.84, 3.54], [0.93, 4.22, 3.63], [0.41, 4.99, 2.59], [-0.07, 4.38, 1.45], [-0.04, 3.00, 1.33], [-0.45, 2.31, 0.14], [-1.13, 3.02, -0.62], [-1.49, 2.49, -1.89], [-2.12, 3.39, -2.73], [-2.47, 2.98, -4.00], [-2.18, 1.69, -4.39], [-1.54, 0.86, -3.48], [-1.20, 1.24, -2.25], [-0.01, -2.75, 5.98], [1.20, -3.28, 3.88], [1.45, -1.57, 2.13], [-0.80, 1.20, 4.54], [-1.01, -0.51, 6.30], [1.39, 2.25, 4.32], [1.34, 4.70, 4.51], [0.40, 6.07, 2.68], [-0.46, 4.96, 0.62], [-2.31, 4.39, -2.37], [-2.96, 3.67, -4.68], [-2.45, 1.32, -5.37], [-1.29, -0.16, -3.75], [-1.00, -1.13, -0.39], [-0.56, -2.49, -0.45], [-1.07, -3.42, 0.45], [-0.61, -4.73, 0.44], [0.35, -5.13, -0.48], [0.85, -4.21, -1.38], [0.41, -2.89, -1.38], [0.95, -1.91, -2.38], [0.74, -2.08, -3.74], [1.19, -1.13, -4.66], [1.81, 0.03, -4.22], [2.00, 0.24, -2.86], [1.60, -0.75, -1.97], [-1.24, -0.73, -1.30], [-1.82, -1.06, 0.21], [-1.84, -3.11, 1.15], [-1.02, -5.44, 1.15], [0.71, -6.15, -0.48], [1.61, -4.50, -2.10], [0.23, -2.97, -4.08], [1.05, -1.30, -5.71], [2.14, 0.77, -4.93], [2.50, 1.12, -2.49], [2.43, -1.44, -0.01], [1.85, -0.53, -0.55]], "mulliken_charge": [-0.797, -0.450, -0.794, 0.020, 0.249, -0.166, -0.800, -0.540, 0.303, -0.262, -0.728, -0.653, -0.481, 0.638, 1.242, -0.976, 0.051, -0.422, -0.440, -0.984, -0.025, 0.085, 0.404, 0.469, 0.488, 0.559, 0.394, 0.583, 0.411, 0.405, 0.494, 0.475, 0.415, 0.424, 0.449, 0.076, 0.737, -0.793, -0.726, -0.838, -0.651, 0.139, 0.228, -0.670, -0.847, -0.523, -0.507, 1.356, 0.334, 0.385, 0.368, 0.438, 0.424, 0.499, 0.514, 0.436, 0.436, 0.471, -0.377, 0.049], "total_charge": 1, "spin_multiplicity": 2, "homo_energy_ev": [-10.65, -11.08], "lumo_ev": [-3.810, -4.703], "e_above_lowest_kcal_mol": 0.0, "orbital_gap_ev": [6.84, 6.37]}

***

# 3
{"formula": "C29H23IN4O4S5SbSn", "method": "ωB97M-V/def2-TZVPD", "species": ["Sn", "C", "C", "N", "C", "C", "C", "O", "C", "C", "N", "C", "C", "C", "C", "C", "C", "I", "C", "O", "H", "H", "H", "H", "H", "H", "H", "H", "H", "H", "H", "H", "O", "S", "O", "N", "C", "C", "C", "C", "C", "C", "C", "C", "N", "C", "C", "C", "C", "C", "C", "C", "H", "H", "H", "H", "H", "H", "H", "H", "H", "H", "H", "S", "Sb", "S", "S", "S"], "coordinates": [[0.49, 1.16, -0.18], [-3.52, 1.80, -1.96], [-3.54, 0.88, -0.78], [-4.57, 0.10, -0.60], [-4.58, -0.72, 0.49], [-3.65, -0.62, 1.50], [-3.77, -1.41, 2.75], [-2.64, -2.19, 3.04], [-2.59, 0.35, 1.37], [-1.64, 0.46, 2.46], [-0.42, 0.81, 2.28], [0.46, 0.84, 3.39], [0.73, -0.29, 4.17], [1.69, -0.28, 5.21], [2.33, 0.92, 5.49], [2.07, 2.05, 4.72], [1.18, 2.01, 3.67], [0.83, 3.67, 2.41], [-2.45, 1.00, 0.18], [-1.50, 1.84, -0.04], [-4.54, 2.22, -2.03], [-3.30, 1.21, -2.88], [-2.73, 2.63, -1.81], [-5.48, -1.33, 0.58], [-4.64, -2.09, 2.64], [-3.98, -0.80, 3.61], [-1.97, -2.16, 2.35], [-2.13, 0.29, 3.39], [0.11, -1.20, 3.88], [1.90, -1.15, 5.86], [3.06, 1.03, 6.25], [2.77, 2.86, 4.77], [-0.07, -3.54, -0.10], [0.29, -2.19, 0.27], [-0.15, -1.69, 1.56], [-0.08, -1.10, -0.87], [-0.23, -1.45, -2.23], [-0.28, -2.73, -2.78], [-0.68, -2.85, -4.13], [-0.80, -1.78, -4.98], [-0.57, -0.51, -4.43], [-0.57, 0.70, -5.16], [-0.33, 1.92, -4.67], [-0.07, 1.96, -3.30], [-0.11, 0.92, -2.55], [-0.34, -0.31, -3.03], [2.04, -2.07, 0.43], [2.93, -2.29, -0.68], [4.32, -2.26, -0.42], [4.79, -2.20, 0.87], [3.91, -2.02, 1.91], [2.54, -1.95, 1.69], [-0.20, -3.60, -2.16], [-0.93, -3.87, -4.51], [-1.04, -1.76, -6.04], [-0.74, 0.61, -6.26], [-0.22, 2.84, -5.24], [0.13, 2.95, -2.93], [2.46, -2.29, -1.65], [5.03, -2.31, -1.27], [5.81, -2.30, 1.13], [4.26, -2.04, 2.95], [1.95, -1.80, 2.60], [0.95, 5.62, -2.78], [3.50, 5.05, -3.09], [2.64, 3.35, -1.47], [1.12, 4.66, -0.95], [4.75, 6.44, -1.91]], "mulliken_charge": [0.653, -1.072, 0.562, -0.676, -1.240, 0.658, -0.911, -0.575, 1.178, -0.837, 0.549, 0.126, -0.096, -0.535, -0.485, -0.524, -0.485, 0.173, 0.756, -0.794, 0.477, 0.127, 0.153, 0.350, 0.313, 0.360, 0.487, 0.518, 0.311, 0.357, 0.415, 0.394, -0.801, 0.660, -0.265, 0.408, -0.253, -0.846, -0.675, -1.014, 0.593, -0.498, -1.245, 0.227, 0.645, 0.333, 0.740, -0.447, -0.799, -0.458, -0.650, -0.241, 0.646, 0.318, 0.395, 0.265, 0.503, 0.147, 0.447, 0.333, 0.432, 0.396, 0.186, -0.491, 0.365, -0.281, -0.125, -0.638], "total_charge": -1, "homo_energy_ev": -4.73, "lumo_ev": 1.938, "e_above_lowest_kcal_mol": 24.4, "orbital_gap_ev": 6.67}

***

# 4
{"formula": "C29H23N2O3S4Y", "method": "ωB97M-V/def2-TZVPD", "species": ["Y", "S", "C", "C", "C", "C", "C", "C", "S", "C", "C", "C", "C", "C", "C", "C", "S", "C", "C", "C", "C", "C", "C", "S", "N", "H", "H", "H", "H", "H", "H", "H", "H", "H", "H", "H", "H", "H", "H", "H", "O", "C", "O", "C", "C", "C", "C", "C", "C", "C", "C", "C", "N", "H", "H", "H", "H", "H", "H", "O", "H", "H"], "coordinates": [[0.09, 0.74, 0.03], [-1.69, 2.73, -0.05], [-1.77, 2.80, 1.70], [-3.02, 2.74, 2.33], [-3.12, 2.77, 3.70], [-1.98, 2.88, 4.49], [-0.74, 2.98, 3.88], [-0.63, 2.94, 2.50], [0.94, 3.15, 1.68], [2.11, 2.20, 2.74], [2.96, 1.36, 1.84], [4.22, 1.77, 1.41], [4.93, 0.94, 0.56], [4.39, -0.29, 0.22], [3.15, -0.64, 0.72], [2.56, -2.00, 0.51], [0.98, -1.98, -0.47], [-0.14, -2.81, 0.65], [-0.45, -4.12, 0.31], [-1.30, -4.88, 1.08], [-1.85, -4.32, 2.23], [-1.55, -3.02, 2.57], [-0.70, -2.22, 1.79], [-0.43, -0.58, 2.33], [2.43, 0.20, 1.48], [-3.90, 2.66, 1.71], [-4.10, 2.72, 4.17], [-2.06, 2.90, 5.56], [0.14, 3.10, 4.49], [1.51, 1.57, 3.40], [2.71, 2.91, 3.31], [4.62, 2.72, 1.72], [5.88, 1.25, 0.17], [4.93, -0.97, -0.43], [2.29, -2.42, 1.48], [3.23, -2.65, -0.03], [-0.01, -4.54, -0.59], [-1.53, -5.90, 0.80], [-2.52, -4.90, 2.85], [-1.98, -2.58, 3.46], [3.30, 1.63, -2.53], [2.18, 1.43, -2.09], [1.82, 1.56, -0.87], [1.09, 0.95, -3.04], [1.27, 1.10, -4.43], [0.32, 0.61, -5.28], [-0.81, -0.05, -4.74], [-1.82, -0.61, -5.55], [-2.89, -1.24, -4.98], [-2.99, -1.34, -3.58], [-2.02, -0.82, -2.77], [-0.91, -0.15, -3.33], [0.03, 0.38, -2.50], [2.16, 1.60, -4.77], [0.41, 0.72, -6.35], [-1.72, -0.54, -6.62], [-3.67, -1.65, -5.60], [-3.84, -1.84, -3.14], [-2.08, -0.91, -1.70], [-2.59, -0.18, 0.25], [-3.05, 0.67, 0.19], [-2.77, -0.55, 1.13]], "mulliken_charge": [0.325, -0.378, 0.541, -0.725, -0.574, -0.750, -0.402, 0.290, -0.057, -0.760, 0.493, -0.802, -0.540, -0.875, 0.788, -0.895, -0.080, 0.074, -0.687, -0.695, -0.541, -0.698, 0.485, -0.101, 0.026, 0.429, 0.391, 0.404, 0.416, 0.420, 0.563, 0.433, 0.424, 0.379, 0.427, 0.536, 0.448, 0.403, 0.394, 0.511, -0.691, 0.420, -0.119, 0.475, -0.933, -0.710, 1.104, -0.861, -0.518, -0.919, -0.056, -0.207, 0.369, 0.531, 0.440, 0.395, 0.399, 0.471, 0.373, -0.562, 0.213, 0.341], "homo_energy_ev": -7.32, "lumo_ev": -0.419, "orbital_gap_ev": 6.90}